Formula: C3H10S2
Source: OMol25
Level of theory: ωB97M-V/def2-TZVPD

Relative energy (zero: lowest compared OMol25 entry of this formula, charge and spin)   12.3 kcal/mol
E_tot   -916.644363 a.u.
SMILES string   CCC.SS
Orbital gap   9.26 eV
HOMO   -9.140 eV

```
15
Properties=species:S:1:pos:R:3:forces:R:3
S 3.116700 -1.712703 -1.313772 -0.5 0.1 0.1
S 1.955959 -0.116152 -2.089731 0.9 -0.8 0.1
H 3.622330 -2.094298 -2.494604 -0.1 -0.2 0.0
H 3.139575 0.315018 -2.534284 -0.3 0.8 -0.2
C -1.235982 -0.962116 0.442171 1.0 0.5 0.1
C -1.614255 0.441038 0.917564 -0.6 -0.5 1.0
C -0.494276 1.462483 0.943118 -0.6 1.3 -0.3
H -0.310115 -1.281241 0.928399 0.1 0.1 0.1
H -1.959475 -1.723921 0.710984 -0.4 0.0 -0.4
H -1.001257 -0.916441 -0.625531 -0.3 -0.4 0.0
H -2.477618 0.795082 0.356522 0.1 0.2 -0.4
H -2.035193 0.365957 1.929467 0.2 -0.1 0.0
H -0.009947 1.570132 -0.023274 0.4 -0.4 -0.1
H 0.223758 1.389033 1.756666 0.2 -0.6 -0.1
H -0.920206 2.468125 1.096311 -0.1 -0.2 0.0
```
Positions in Å, forces in eV/Å.

=====

Formula: C11H36O7
Source: OMol25
Level of theory: ωB97M-V/def2-TZVPD

Relative energy (zero: lowest compared OMol25 entry of this formula, charge and spin)   154.3 kcal/mol
E_tot   -967.066637 a.u.
SMILES string   CC(C)O.CC(C)O.CO.CO.CO.CO.CO
Orbital gap   10.08 eV
HOMO   -9.734 eV

```
54
Properties=species:S:1:pos:R:3:forces:R:3
C -7.517561 -3.807589 28.576414 6.1 0.8 -5.5
O -7.192788 -5.040946 27.934529 0.8 -0.1 0.4
H -8.361885 -3.852798 28.968116 -7.9 -0.3 3.3
H -7.442921 -2.924720 27.876239 -0.2 -0.8 0.5
H -6.845041 -3.619359 29.353415 1.5 -0.1 1.0
H -7.748599 -5.290443 27.192945 -0.3 0.6 0.2
C 0.486008 -3.137081 32.639784 -2.1 3.7 -1.9
O -0.089392 -1.964651 33.284234 8.5 -2.8 4.7
H 0.991248 -3.783349 33.194982 1.9 -2.3 3.8
H 1.281682 -2.881576 31.912961 -1.1 0.2 -0.6
H -0.407128 -3.655265 32.371751 -0.1 -0.8 -1.5
H -0.796034 -1.766196 32.856481 -7.1 2.1 -4.6
C -2.153463 2.011017 30.017455 0.6 3.6 0.4
O -0.998374 1.256902 29.675592 0.6 1.9 0.3
H -2.218878 3.038404 29.450119 1.2 -1.0 1.8
H -2.520598 2.045836 31.080212 1.3 0.2 -0.7
H -2.984852 1.767401 29.512082 -2.9 -2.8 -1.9
H -0.267410 1.944120 29.654981 -1.0 -1.7 0.2
C -0.394645 -4.884220 25.906246 2.1 -2.5 1.6
O 0.279145 -3.925622 25.163073 3.1 -0.2 1.3
H -0.862424 -4.261342 26.637756 -1.1 -0.9 1.2
H 0.329297 -5.727516 26.327133 -1.2 2.2 -0.3
H -0.990915 -5.494192 25.259390 -1.1 0.0 -0.2
H -0.308073 -3.830812 24.492527 -2.0 1.3 -3.6
C 1.918778 -2.868114 27.952302 -2.1 -2.7 -0.6
O 2.490313 -3.484780 26.750342 0.5 0.6 2.4
H 2.154788 -3.468044 28.880985 -0.1 0.6 -1.1
H 0.748231 -2.876553 27.829528 2.2 0.2 0.4
H 2.260573 -1.883122 28.045569 0.5 1.5 0.3
H 1.769697 -3.438385 26.153028 -0.8 -0.1 -1.4
C -4.494074 -1.884272 34.406679 -2.0 0.4 0.4
C -5.679588 -1.527359 35.402660 0.2 -0.2 -1.8
C -7.125124 -1.739735 34.857047 2.8 -0.4 -1.3
O -5.545203 -2.402994 36.453380 -2.6 -1.0 0.8
H -3.637980 -1.957022 35.140024 -0.3 0.3 -1.7
H -4.561919 -1.040805 33.690023 1.2 -0.4 0.2
H -4.682339 -2.837910 33.824954 0.3 0.9 1.0
H -5.492172 -0.438598 35.674323 -0.5 -1.1 0.1
H -7.852271 -1.701603 35.595287 -1.1 -0.6 1.8
H -7.168647 -2.638646 34.191722 -0.2 0.7 0.7
H -7.335364 -0.859360 34.325924 -0.4 1.1 -1.5
H -4.730508 -2.266336 36.848193 2.5 0.2 1.3
C -1.671552 -2.793121 29.336052 2.4 1.5 -1.9
C -2.493964 -1.886276 30.120353 -3.3 -2.2 0.2
C -3.587135 -2.862020 30.822507 0.0 0.0 1.4
O -1.801635 -1.129964 31.009009 1.2 4.4 0.0
H -1.110440 -3.439123 30.011175 0.4 -0.1 -0.6
H -1.058453 -2.091878 28.618289 -0.4 -1.7 1.5
H -2.348139 -3.286986 28.685500 -0.3 -1.1 -0.6
H -3.015913 -1.330628 29.359976 -0.7 0.9 0.0
H -4.447028 -2.257031 31.336560 1.8 -1.1 -0.6
H -2.973860 -3.561708 31.655693 -1.9 1.8 -2.2
H -4.135967 -3.530521 30.043978 1.3 1.0 1.3
H -1.568055 -0.159669 30.568331 -0.4 -3.7 1.5
```
Positions in Å, forces in eV/Å.

=====

Formula: C4H14N2
Source: OMol25
Level of theory: ωB97M-V/def2-TZVPD

Relative energy (zero: lowest compared OMol25 entry of this formula, charge and spin)   13.4 kcal/mol
E_tot   -270.274172 a.u.
SMILES string   CCN.CCN
Orbital gap   9.83 eV
HOMO   -8.931 eV

```
20
Properties=species:S:1:pos:R:3:forces:R:3
C 2.772005 2.847474 -2.075174 1.0 0.2 -0.5
C 1.834122 2.984416 -0.913238 -0.7 -0.2 0.0
N 2.059038 1.946959 0.086062 0.3 0.2 0.3
H 2.615530 1.897428 -2.586527 -0.1 0.0 -0.1
H 2.687547 3.676876 -2.785970 -0.2 -0.2 0.0
H 3.828526 2.856422 -1.770645 -0.2 0.0 0.2
H 1.911989 3.975456 -0.464097 0.1 0.1 0.1
H 0.817018 2.907334 -1.317677 0.0 0.1 0.2
H 1.248122 1.399579 0.322143 0.0 0.0 -0.1
H 2.828743 1.348767 -0.173456 -0.1 -0.1 0.1
C -1.401565 -1.758949 0.511609 -0.1 2.1 -0.3
C -2.030068 -3.084178 0.827128 -0.2 -0.7 0.8
N -3.289823 -2.916026 1.573372 0.0 0.1 -0.7
H -0.354117 -1.584337 0.762483 0.1 -0.7 0.0
H -1.519837 -1.337189 -0.494046 -0.1 -0.7 -0.1
H -1.901503 -0.984693 1.102519 -0.1 0.0 0.2
H -2.263782 -3.680804 -0.045443 0.2 0.0 -0.4
H -1.314049 -3.663628 1.413725 0.1 -0.1 0.1
H -3.517136 -3.666393 2.208829 0.1 0.2 0.0
H -3.382160 -1.997230 1.972829 0.0 -0.2 0.4
```
Positions in Å, forces in eV/Å.